Formula: C38H85N7O20
Source: OMol25
Level of theory: ωB97M-V with the def2-TZVPD basis set

Positions of all 150 atoms, in Å:
O: -9.6153 7.0326 15.7131
H: -10.9546 2.8004 18.2492
H: -16.5438 14.3609 16.8782
H: -15.4231 10.2431 18.9239
C: -18.8641 3.9718 21.0648
H: -12.6446 4.2409 17.1133
H: -15.4815 5.1309 19.6140
N: -9.3583 8.1400 24.2472
H: -9.3345 5.0125 15.4284
O: -9.0868 6.8588 27.5661
H: -7.9483 9.2755 17.9360
C: -15.2515 13.8262 19.0109
C: -6.9796 8.4911 24.0767
C: -12.6925 2.9573 26.6836
H: -7.7892 2.0957 17.9387
C: -13.4563 6.2582 22.4634
O: -7.5918 5.3182 23.3587
H: -18.4424 12.6805 21.1685
H: -10.2665 0.7110 27.1594
H: -14.5953 6.2640 22.3368
H: -9.3944 1.6830 17.0742
C: -17.2471 13.8415 17.5797
H: -19.8046 14.5023 19.9127
H: -16.1001 10.7790 23.6137
C: -10.6552 7.6588 23.8758
C: -14.9584 10.8197 18.1207
H: -19.3004 3.0144 20.9284
C: -9.0332 8.0544 15.3228
H: -7.6997 5.4312 16.3991
O: -14.5789 10.9164 20.9666
C: -7.6721 8.4114 17.3438
H: -13.3788 6.7266 23.4895
C: -11.5992 4.3730 16.8870
C: -9.3932 8.6558 14.0429
H: -8.2005 7.5905 17.7888
H: -17.6147 15.5856 18.9333
H: -19.4327 13.0896 18.8946
H: -13.0681 5.2499 22.4944
H: -9.2117 8.4227 25.1996
H: -13.1938 3.4231 27.5213
N: -16.3495 12.9304 18.4340
O: -9.4907 6.1387 29.7704
H: -9.9570 7.1440 19.9732
H: -13.8568 10.4240 16.2889
H: -14.9066 13.4077 19.9549
H: -7.6737 9.5758 15.6249
H: -19.0340 4.5915 20.1825
H: -9.1263 13.4378 19.9545
H: -15.3139 12.3669 16.6091
H: -15.2113 9.3297 16.6423
H: -13.4552 2.5080 26.0674
H: -8.0858 3.8487 24.9121
N: -17.5369 3.8514 21.5755
H: -11.6303 1.2109 24.6885
O: -15.3545 -0.4000 23.5534
H: -6.5979 8.3125 17.4077
O: -9.8960 13.0443 19.5117
H: -10.9240 8.4403 20.5138
O: -14.4958 9.6236 22.8837
O: -11.8298 2.0472 28.6413
C: -17.0653 12.2643 19.5901
N: -11.8311 6.6195 20.7552
H: -17.3268 13.9763 20.8948
H: -6.0688 3.2570 17.9076
H: -6.4009 9.0840 23.3704
C: -9.4446 4.2518 18.0340
C: -8.4345 2.2163 17.0533
H: -11.3081 8.5130 24.0296
H: -7.7369 6.0401 22.7196
O: -13.0692 8.3537 21.4525
H: -10.6402 2.5170 25.1949
H: -16.2277 3.5999 18.8886
H: -13.6724 9.2399 17.5783
H: -15.5355 14.8427 19.0834
H: -14.3817 13.8180 18.3362
H: -17.4740 3.4801 22.5335
C: -14.3914 9.9043 17.1202
H: -4.3711 4.6233 16.8857
O: -13.4815 -1.0977 22.5639
C: -10.8535 3.8865 18.1446
O: -11.4459 11.3681 19.4111
C: -11.8307 1.9871 27.4502
C: -9.4617 3.9417 15.5918
H: -17.7625 13.0565 17.0028
H: -9.6556 7.0161 30.1170
C: -8.2554 8.1720 23.4221
C: -10.9654 3.6266 15.7070
H: -14.7948 -0.2359 24.2704
C: -16.3422 4.4591 19.5381
H: -10.1165 8.1383 13.4940
C: -16.3836 4.1167 20.9998
H: -9.4121 5.3483 17.9008
C: -10.7704 1.4593 25.2840
H: -11.4321 3.9789 14.7364
C: -17.9744 13.2220 20.3330
O: -15.4922 -1.2146 21.5294
H: -6.9882 3.9157 15.6813
H: -10.7105 7.3317 22.8556
C: -14.7751 -0.8796 22.4525
H: -12.9952 -1.5698 21.8100
H: -14.1593 11.3389 18.6719
N: -8.6924 3.6649 16.8317
H: -13.7313 9.2051 22.3845
C: -15.8317 11.8883 17.4405
H: -4.6446 5.4631 18.4083
H: -19.4378 4.3238 21.9174
H: -10.8911 6.9313 24.6265
H: -8.3096 4.4629 29.0762
C: -6.3974 4.2525 17.6999
H: -9.0317 3.3357 14.7960
H: -11.4498 5.7627 21.0174
H: -16.3482 11.9355 20.3385
C: -12.7725 7.1603 21.5635
H: -11.2262 4.4787 18.9523
C: -8.9500 6.0974 28.5063
H: -5.3567 6.0569 16.9217
H: -6.9987 8.8970 25.0782
H: -6.8136 4.6738 18.6468
C: -18.1598 14.7454 18.4169
H: -10.3877 10.8917 21.4381
C: -7.3569 4.4023 16.5631
H: -12.0441 3.7004 26.2111
H: -11.3295 7.7754 19.0002
C: -10.9948 7.5092 19.9909
H: -11.2283 2.5405 15.7944
C: -18.9796 13.9262 19.4433
H: -17.5858 11.3876 19.2442
O: -8.3823 4.9285 28.2990
C: -14.9477 10.5996 22.0398
H: -17.1729 5.1246 19.1774
H: -9.8289 1.0362 24.8693
C: -5.1295 5.1604 17.4823
H: -11.3381 5.4542 16.8168
H: -8.4551 8.5117 13.4111
N: -11.0287 1.1774 26.6606
N: -8.0631 8.6986 16.0185
H: -6.4348 7.5431 24.1516
O: -8.2827 7.8969 22.2013
O: -15.3606 3.9432 21.6993
H: -9.5764 9.7506 14.1153
H: -7.8143 1.9588 16.2039
C: -8.6819 4.5393 23.2024
H: -18.8877 15.2204 17.7072
O: -9.4051 4.4191 22.2382
H: -8.8700 4.0259 18.9626
O: -16.0504 11.1736 22.7096
O: -10.0471 11.6421 21.1229
C: -10.5696 12.0335 19.9523
H: -16.6981 11.4038 16.9822
O: -8.7372 3.6580 24.2299

Cartesian forces, eV/Å:
0.775 0.317 0.455
-0.416 0.224 0.511
-0.719 -0.233 0.711
-0.545 0.238 -0.361
-0.956 0.255 0.907
-0.475 -0.109 -0.755
0.340 -0.324 -1.105
2.437 0.166 -1.630
-0.185 -0.216 -0.318
0.130 -0.059 1.871
0.089 0.200 0.517
1.255 -1.723 -0.708
1.277 -0.325 -0.202
-0.095 0.313 1.106
-0.822 -0.071 -0.165
-2.154 0.238 2.619
-1.330 0.278 -0.604
0.042 -0.117 -0.426
-0.687 0.173 -0.061
1.733 -0.205 -0.314
0.610 0.007 0.121
0.350 -0.702 0.144
0.877 -0.297 -0.036
0.185 0.286 -1.080
-0.062 1.244 0.976
0.362 1.748 0.978
-0.268 -1.124 -0.757
-0.658 -0.525 1.117
0.566 -0.162 -0.084
0.409 0.524 -0.748
0.222 0.850 1.062
0.153 -0.589 -0.811
1.625 0.301 0.700
2.740 1.641 -1.519
-0.132 -0.638 -0.186
-0.377 -0.872 -0.581
-0.464 0.315 -0.136
-0.131 -0.186 -0.103
-0.001 -0.167 0.199
-0.371 0.519 -0.151
0.670 1.001 -0.336
1.035 -0.311 -1.027
-0.405 -0.196 -0.162
-0.332 -0.206 0.606
-0.171 0.134 0.001
-0.620 -1.133 0.268
0.419 -0.028 0.298
-0.585 -0.865 0.607
0.215 0.353 0.348
0.551 -0.014 0.190
0.124 -0.065 -0.662
0.193 0.313 0.022
-0.825 -0.191 0.860
-0.181 -0.433 -0.597
-1.162 0.126 -1.479
0.285 -0.372 0.174
-0.316 1.906 -2.350
-0.042 0.677 0.337
-0.240 2.120 -1.262
0.532 -0.792 1.731
-0.276 0.551 0.590
-0.648 1.706 -0.311
-0.661 -0.713 -0.779
0.076 -0.684 -0.086
0.058 0.265 0.279
2.522 1.265 0.470
0.336 0.437 -0.238
-0.682 -0.098 -0.259
0.427 0.441 -0.296
1.052 -0.283 -0.590
0.164 0.703 -0.464
0.227 -0.052 0.061
0.043 -0.342 0.061
-0.780 0.760 0.297
-0.385 -0.214 0.021
0.180 0.431 -0.806
0.236 -0.613 -2.005
-0.281 0.193 0.224
2.475 -0.335 -0.353
-0.846 -0.522 -1.340
1.185 2.116 0.124
0.475 0.185 -2.474
-1.450 -0.566 -0.078
-0.574 0.941 0.028
-0.144 0.522 -0.362
-1.878 -0.125 -0.076
-1.382 0.162 -0.992
1.766 0.299 1.608
-0.112 2.232 0.487
-1.446 -0.660 -0.297
1.291 -1.720 1.249
0.267 -0.320 -0.099
0.403 0.557 -0.620
0.577 -0.467 0.963
0.420 1.306 1.801
1.363 0.714 0.503
0.265 0.132 -0.703
0.317 -0.313 -0.201
-2.577 -1.798 -1.511
-1.874 1.022 1.244
-0.009 -0.125 -0.327
0.159 0.517 0.928
-0.245 -0.713 0.051
0.063 -1.034 1.216
-0.202 -0.169 0.105
-0.422 0.704 -0.219
-0.622 -0.852 -0.048
0.218 -1.924 3.063
1.068 2.603 1.433
0.191 0.184 -0.067
0.524 -1.658 0.454
0.336 -0.122 -0.592
0.005 0.103 -1.558
-0.380 -0.257 1.017
-1.594 0.638 -1.061
-0.268 0.295 -0.066
-0.256 0.323 0.072
-0.157 -0.562 -0.685
-0.935 0.770 -0.410
-2.517 -4.716 1.653
-1.246 -0.587 1.319
-0.393 -0.151 -0.370
-0.382 -0.377 -0.399
1.306 0.119 0.157
0.550 0.731 -0.163
0.447 -0.484 -0.856
-0.341 -0.196 -0.507
0.312 1.151 -2.647
-2.008 -1.441 4.816
0.513 -0.935 0.429
-0.852 -0.201 0.602
0.205 -1.099 -0.691
-0.578 -0.520 -0.215
-0.952 0.541 0.499
0.795 -0.866 1.976
-0.222 0.616 -1.827
-0.031 0.024 0.036
-0.375 -0.177 1.275
-0.382 0.689 -1.435
-0.012 -0.785 -0.131
-0.150 -0.702 -0.250
0.967 -2.154 0.315
0.807 -0.241 0.458
0.394 1.006 0.844
-0.283 -0.073 -0.812
1.056 -0.236 -0.728
2.677 4.945 -0.971
-0.474 -3.417 0.886
-0.196 0.136 0.270
-0.706 0.339 -0.624

Maximum force in eV Å⁻¹: 5.71
Total charge: +2
Multiplicity: 1
Calculated total energy in eV: -92155.890

Löwdin atomic charge list, values in e, 99 entries: atom 1 (O): 0.00, atom 2 (H): 0.13, atom 3 (H): 0.15, atom 4 (H): 0.11, atom 5 (C): -0.07, atom 6 (H): 0.11, atom 7 (H): 0.07, atom 8 (N): 0.04, atom 9 (H): 0.10, atom 10 (O): 0.09, atom 11 (H): 0.09, atom 12 (C): 0.04, atom 13 (C): 0.01, atom 14 (C): -0.01, atom 15 (H): 0.11, atom 16 (C): 0.01, atom 17 (O): 0.12, atom 18 (H): 0.13, atom 19 (H): 0.14, atom 20 (H): 0.12, atom 21 (H): 0.11, atom 22 (C): -0.10, atom 23 (H): 0.13, atom 24 (H): 0.13, atom 25 (C): -0.05, atom 26 (C): -0.27, atom 27 (H): 0.08, atom 28 (C): -0.54, atom 29 (H): 0.12, atom 30 (O): 0.11, atom 31 (C): -0.07, atom 32 (H): 0.11, atom 33 (C): -0.16, atom 34 (C): 0.00, atom 35 (H): 0.07, atom 36 (H): 0.13, atom 37 (H): 0.12, atom 38 (H): 0.09, atom 39 (H): 0.13, atom 40 (H): 0.08, atom 41 (N): -0.23, atom 42 (O): 0.14, atom 43 (H): 0.09, atom 44 (H): 0.10, atom 45 (H): 0.10, atom 46 (H): 0.17, atom 47 (H): 0.09, atom 48 (H): 0.16, atom 49 (H): 0.14, atom 50 (H): 0.09, atom 51 (H): 0.08, atom 52 (H): 0.13, atom 53 (N): 0.01, atom 54 (H): 0.07, atom 55 (O): 0.17, atom 56 (H): 0.08, atom 57 (O): 0.18, atom 58 (H): 0.06, atom 59 (O): 0.08, atom 60 (O): 0.07, atom 61 (C): -0.12, atom 62 (N): 0.06, atom 63 (H): 0.14, atom 64 (H): 0.10, atom 65 (H): 0.10, atom 66 (C): -0.13, atom 67 (C): 0.03, atom 68 (H): 0.10, atom 69 (H): 0.08, atom 70 (O): 0.04, atom 71 (H): 0.04, atom 72 (H): 0.09, atom 73 (H): 0.07, atom 74 (H): 0.08, atom 75 (H): 0.12, atom 76 (H): 0.17, atom 77 (C): -0.10, atom 78 (H): 0.08, atom 79 (O): 0.12, atom 80 (C): -0.18, atom 81 (O): 0.10, atom 82 (C): -0.56, atom 83 (C): -0.13, atom 84 (H): 0.13, atom 85 (H): 0.13, atom 86 (C): -0.53, atom 87 (C): -0.14, atom 88 (H): 0.09, atom 89 (C): 0.01, atom 90 (H): 0.07, atom 91 (C): -0.56, atom 92 (H): 0.12, atom 93 (C): -0.11, atom 94 (H): 0.14, atom 95 (C): -0.18, atom 96 (O): 0.10, atom 97 (H): 0.14, atom 98 (H): 0.06, atom 99 (C): -0.67